C4H7N2 | the ωB97M-V functional and the def2-TZVPD basis

Calculated values
- calculated total energy (eV) = -7221.518
- HOMO-LUMO gap (spin up / spin down) (eV) = 11.4 / 9.1
- HOMO energy (spin up / spin down) (eV) = -21.13 / -22.94

Geometry as ORCA input:
```
! wB97M-V def2-TZVPD RIJCOSX def2/J DEFGRID3
* xyz 2 2
C -0.085 -1.653 0.939
C -0.014 -0.421 0.195
C 1.137 0.228 -0.375
N 0.706 1.381 -0.911
C -0.614 1.526 -0.666
N -1.038 0.461 0.014
H 0.499 -1.658 1.869
H 0.278 -2.504 0.326
H -1.111 -1.998 1.114
H 2.189 -0.045 -0.388
H 1.235 1.984 -1.543
H -1.197 2.394 -0.939
H -1.985 0.305 0.365
*
```



C32H28N7S3Ti | the ωB97M-V functional and the def2-TZVPD basis

Calculated values
- calculated total energy (eV) = -99693.818
- HOMO-LUMO gap (spin up / spin down) (eV) = 4.8 / 6.4
- HOMO energy (spin up / spin down) (eV) = -3.08 / -4.73

Geometry as ORCA input:
```
! wB97M-V def2-TZVPD RIJCOSX def2/J DEFGRID3
* xyz -1 3
Ti 0.361 -0.557 0.656
N 4.258 -0.388 -1.597
C 3.159 -0.179 -0.779
S 2.711 -1.454 0.314
N 2.565 0.966 -0.860
N 1.519 1.056 0.045
C 1.279 2.259 0.571
C 1.958 3.494 0.106
C 2.699 4.266 0.999
C 3.334 5.427 0.582
C 3.239 5.835 -0.740
C 2.509 5.068 -1.640
C 1.881 3.907 -1.223
C 0.412 2.264 1.695
C -0.050 3.436 2.339
C -0.789 3.338 3.485
C -1.090 2.065 4.006
C -0.679 0.963 3.297
N 0.039 1.022 2.165
H 4.396 -1.353 -1.848
H 4.303 0.257 -2.372
H 2.781 3.941 2.029
H 3.909 6.011 1.291
H 3.733 6.741 -1.069
H 2.430 5.378 -2.676
H 1.317 3.311 -1.926
H 0.187 4.399 1.908
H -1.145 4.231 3.982
H -1.667 1.941 4.911
H -0.947 -0.032 3.627
S -2.688 -0.887 1.513
C -2.509 0.103 0.162
N -1.355 0.417 -0.388
C -1.492 1.097 -1.584
C -0.463 1.417 -2.467
C -0.772 2.092 -3.636
C -2.085 2.445 -3.945
C -3.121 2.101 -3.091
C -2.816 1.418 -1.922
S -3.885 0.776 -0.710
H 0.553 1.119 -2.243
H 0.025 2.343 -4.327
H -2.301 2.976 -4.864
H -4.146 2.346 -3.336
C -2.375 -4.873 -1.423
C -1.814 -3.703 -2.242
C -2.973 -2.818 -2.725
C -1.041 -4.247 -3.451
C -0.930 -2.885 -1.396
C -0.301 -2.088 -0.720
H -3.061 -5.472 -2.030
H -2.919 -4.495 -0.555
H -1.567 -5.517 -1.073
H -3.654 -3.388 -3.365
H -2.589 -1.966 -3.289
H -3.532 -2.428 -1.872
H -1.697 -4.848 -4.087
H -0.206 -4.866 -3.121
H -0.639 -3.423 -4.042
N 0.908 -5.705 6.232
C 0.819 -4.919 5.398
C 0.708 -3.936 4.355
C 1.435 -2.752 4.426
C 1.296 -1.838 3.399
N 0.493 -2.047 2.353
C -0.205 -3.184 2.283
C -0.124 -4.157 3.264
H 2.093 -2.549 5.258
H 1.845 -0.905 3.397
H -0.828 -3.295 1.404
H -0.699 -5.067 3.179
*
```



C8H14N4 | the ωB97M-V functional and the def2-TZVPD basis

Calculated values
- calculated total energy (eV) = -14474.523
- HOMO-LUMO gap (spin up / spin down) (eV) = 8.2 / 8.2
- HOMO energy (spin up / spin down) (eV) = -8.43 / -8.43

Geometry as ORCA input:
```
! wB97M-V def2-TZVPD RIJCOSX def2/J DEFGRID3
* xyz 0 1
C 0.633 -1.909 0.556
C 0.293 0.910 -0.274
C 0.074 2.228 -0.152
C 2.012 -1.308 0.684
C -0.686 -0.131 -0.473
C -0.807 -0.440 -1.976
C -2.449 0.355 1.382
C -2.090 0.285 -0.059
N 1.668 0.748 -0.395
N -0.474 -1.438 0.223
N 4.757 0.347 0.442
N 2.404 -0.154 -0.079
H 0.591 -3.009 0.913
H 0.840 2.902 -0.188
H -0.904 2.720 0.036
H 1.921 -0.853 1.775
H 2.837 -2.135 0.836
H -1.270 0.361 -2.448
H -1.592 -1.235 -2.249
H 0.098 -0.749 -2.281
H -3.479 0.580 1.448
H -2.084 1.086 2.016
H -2.224 -0.668 1.708
H -2.290 1.304 -0.520
H -2.761 -0.417 -0.404
H 4.981 0.619 -0.523
*
```



C42H89B3INO19P2 | the ωB97M-V functional and the def2-TZVPD basis

Calculated values
- calculated total energy (eV) = -114102.104
- HOMO-LUMO gap (eV) = 8.6
- HOMO energy (eV) = -8.75

Geometry as ORCA input:
```
! wB97M-V def2-TZVPD RIJCOSX def2/J DEFGRID3
* xyz 0 1
N 0.474 0.117 6.073
B 2.016 -0.011 6.005
O 2.649 0.678 4.848
B 3.934 -0.069 4.665
C 4.309 -1.002 3.363
C 3.032 -1.936 2.865
C 3.447 -3.536 2.730
I 4.406 -3.892 0.781
O 4.888 0.051 5.824
B 4.185 -0.751 6.886
P 5.397 -1.752 8.046
P 4.434 -3.526 8.867
O 4.947 -3.651 10.390
O 2.686 -3.477 8.871
O 4.943 -5.003 8.077
O 2.717 -0.816 7.023
H 0.141 -0.103 5.089
H 0.194 1.092 6.324
H 4.815 -0.393 2.498
H 5.131 -1.781 3.742
H 2.613 -1.494 1.843
H 2.117 -1.909 3.629
H 4.066 -3.940 3.649
H 2.415 -4.136 2.708
H 5.693 -0.853 9.132
H 2.439 -3.764 9.815
H 5.947 -5.110 8.161
C 0.461 -0.336 -1.093
C 1.891 -0.808 -1.079
O 2.366 -1.376 -0.097
C 2.716 -0.558 -2.313
H -0.012 -0.584 -0.137
H 0.429 0.748 -1.228
H -0.087 -0.836 -1.895
H 2.785 0.516 -2.503
H 2.268 -1.068 -3.169
H 3.726 -0.952 -2.160
C 1.544 -7.234 9.797
C 0.555 -6.660 10.776
O 0.269 -5.464 10.767
C -0.069 -7.606 11.767
H 1.912 -6.436 9.143
H 2.392 -7.666 10.334
H 1.057 -7.994 9.180
H 0.708 -8.054 12.393
H -0.627 -8.383 11.238
H -0.761 -7.053 12.410
C -2.978 -5.251 13.098
C -3.849 -5.942 14.112
O -4.032 -7.158 14.074
C -4.486 -5.089 15.176
H -2.586 -5.990 12.392
H -3.567 -4.516 12.542
H -2.137 -4.765 13.599
H -5.142 -4.347 14.713
H -3.713 -4.596 15.770
H -5.086 -5.722 15.838
C 0.718 2.178 -5.716
C 2.148 1.706 -5.703
O 2.623 1.138 -4.721
C 2.973 1.956 -6.936
H 0.245 1.930 -4.760
H 0.686 3.262 -5.852
H 0.170 1.678 -6.518
H 3.041 3.030 -7.126
H 2.525 1.446 -7.793
H 3.983 1.562 -6.783
C 0.287 -0.476 -10.847
C 0.855 0.882 -10.529
O 0.583 1.456 -9.475
C 1.766 1.510 -11.549
H -0.352 -0.804 -10.021
H -0.316 -0.422 -11.757
H 1.099 -1.198 -10.970
H 1.229 1.651 -12.490
H 2.643 0.876 -11.703
H 2.100 2.487 -11.185
C 4.491 -2.308 -9.542
C 3.965 -1.930 -10.901
O 3.097 -1.069 -11.032
C 4.542 -2.647 -12.092
H 3.984 -1.711 -8.777
H 4.293 -3.366 -9.348
H 5.564 -2.106 -9.489
H 4.346 -3.719 -12.011
H 5.617 -2.460 -12.153
H 4.069 -2.272 -13.005
C 4.173 5.761 -13.640
C 3.302 5.070 -12.625
O 3.119 3.854 -12.664
C 2.665 5.923 -11.562
H 4.566 5.021 -14.346
H 3.585 6.496 -14.195
H 5.014 6.247 -13.139
H 2.009 6.665 -12.024
H 3.438 6.416 -10.968
H 2.065 5.290 -10.900
C -2.750 2.561 -0.345
C -1.755 3.181 -1.289
O -1.562 2.713 -2.411
C -1.005 4.394 -0.809
H -3.215 1.694 -0.825
H -2.242 2.227 0.563
H -3.531 3.286 -0.100
H -0.419 4.142 0.078
H -1.708 5.201 -0.585
H -0.322 4.733 -1.595
C 0.603 -3.175 16.531
C -0.852 -3.446 16.808
O -1.702 -3.329 15.927
C -1.226 -3.865 18.204
H 0.724 -2.882 15.483
H 0.956 -2.358 17.165
H 1.190 -4.079 16.712
H -0.955 -3.078 18.913
H -0.720 -4.799 18.460
H -2.308 -4.026 18.257
C -5.680 4.177 -3.576
C -5.113 5.534 -3.257
O -5.384 6.109 -2.204
C -4.201 6.162 -4.278
H -6.320 3.848 -2.750
H -6.283 4.230 -4.486
H -4.869 3.455 -3.699
H -4.738 6.304 -5.219
H -3.324 5.528 -4.432
H -3.868 7.139 -3.914
C -6.618 8.758 -7.858
C -5.189 8.286 -7.844
O -4.714 7.718 -6.863
C -4.364 8.536 -9.078
H -7.092 8.510 -6.902
H -6.650 9.842 -7.994
H -7.167 8.258 -8.660
H -4.295 9.610 -9.268
H -4.812 8.026 -9.935
H -3.353 8.142 -8.925
C -3.388 1.084 -12.574
C -3.403 -0.399 -12.831
O -2.505 -1.128 -12.414
C -4.560 -0.955 -13.618
H -2.496 1.343 -11.995
H -3.359 1.626 -13.523
H -4.273 1.371 -11.999
H -4.583 -0.505 -14.613
H -5.497 -0.759 -13.090
H -4.438 -2.038 -13.726
C -1.780 -1.073 11.992
C -2.742 -1.212 10.843
O -3.921 -0.881 10.954
C -2.206 -1.772 9.553
H -2.306 -0.656 12.857
H -1.381 -2.054 12.264
H -0.968 -0.395 11.717
H -1.827 -2.784 9.716
H -1.413 -1.125 9.168
H -3.012 -1.815 8.813
*
```



C28H54F3N6O11PRuS2SiTe | the ωB97M-V functional and the def2-TZVPD basis

Calculated values
- calculated total energy (eV) = -118247.717
- HOMO-LUMO gap (spin up / spin down) (eV) = 6.0 / 6.0
- HOMO energy (spin up / spin down) (eV) = -4.46 / -4.46

Geometry as ORCA input:
```
! wB97M-V def2-TZVPD RIJCOSX def2/J DEFGRID3
* xyz -1 2
Ru -0.155 -0.479 -0.016
N -1.077 -0.310 2.309
C -0.630 0.071 3.649
C 0.058 1.426 3.653
C 1.411 1.369 2.975
N 1.256 1.048 1.559
H -1.812 0.319 1.999
H -1.487 -1.248 2.343
H 0.070 -0.688 4.006
H -1.481 0.099 4.335
H 0.188 1.762 4.684
H -0.570 2.157 3.130
H 2.028 0.608 3.462
H 1.918 2.334 3.105
H 2.154 1.076 1.088
H 0.682 1.786 1.143
C -0.634 -1.484 -4.709
Si -1.396 -0.452 -3.306
C -1.188 1.350 -3.876
C -3.252 -0.786 -3.325
O -0.601 -0.788 -1.963
H -1.035 -1.179 -5.680
H -0.837 -2.549 -4.568
H 0.451 -1.343 -4.727
H -1.843 1.599 -4.715
H -0.152 1.526 -4.182
H -1.412 2.030 -3.049
H -3.690 -0.526 -4.292
H -3.747 -0.194 -2.552
H -3.465 -1.837 -3.125
F -5.877 -2.519 0.365
C -4.901 -1.952 -0.358
F -5.447 -0.934 -1.040
F -4.474 -2.863 -1.234
S -3.613 -1.329 0.816
O -3.140 -2.529 1.446
O -4.391 -0.493 1.697
O -2.646 -0.594 -0.003
C 2.008 -4.578 -0.969
C 0.859 -5.481 -0.545
O 0.361 -5.150 0.757
P -0.811 -3.997 0.901
O -0.297 -2.770 0.190
Te -0.914 -4.175 3.290
O -1.964 -4.647 0.001
C -2.777 -5.696 0.536
C -3.495 -6.372 -0.613
H 2.450 -4.951 -1.896
H 2.775 -4.561 -0.191
H 1.633 -3.566 -1.116
H 1.189 -6.521 -0.489
H 0.046 -5.412 -1.276
H -3.489 -5.262 1.241
H -2.153 -6.411 1.077
H -4.116 -5.646 -1.138
H -4.127 -7.176 -0.234
H -2.772 -6.787 -1.316
C -4.170 5.729 0.516
C -2.695 6.012 0.422
C -2.134 6.491 -0.758
C -0.766 6.698 -0.864
C 0.041 6.423 0.227
C -0.500 5.973 1.423
C -1.865 5.780 1.518
S 1.803 6.449 0.046
O 2.151 7.180 -1.142
O 2.368 6.872 1.295
N 2.260 4.868 -0.165
C 2.193 4.310 -1.534
C 0.836 3.693 -1.926
C 0.408 2.686 -0.857
O 0.541 1.458 -1.156
O 0.055 3.145 0.253
H -4.715 6.194 -0.305
H -4.581 6.095 1.458
H -4.343 4.652 0.473
H -2.772 6.681 -1.614
H -0.316 7.063 -1.778
H 0.157 5.773 2.260
H -2.292 5.419 2.446
H 1.665 4.308 0.455
H 2.961 3.537 -1.599
H 2.459 5.125 -2.203
H 0.936 3.171 -2.876
H 0.081 4.471 -2.003
C 3.908 -3.007 2.868
C 2.561 -2.381 3.152
N 1.951 -2.017 1.892
C 2.615 -1.648 0.776
N 1.937 -1.191 -0.253
C 2.562 -0.813 -1.511
C 3.969 -1.369 -1.632
C 4.700 -1.147 -0.320
N 3.980 -1.836 0.740
C 4.697 -2.059 1.987
H 3.754 -3.948 2.335
H 4.449 -3.207 3.792
H 2.691 -1.499 3.795
H 1.901 -3.080 3.665
H 0.950 -1.928 1.824
H 2.561 0.279 -1.577
H 1.921 -1.179 -2.314
H 4.504 -0.884 -2.448
H 3.922 -2.442 -1.828
H 4.776 -0.071 -0.108
H 5.708 -1.560 -0.361
H 4.870 -1.112 2.520
H 5.672 -2.481 1.738
*
```



C5H8N2 | the ωB97M-V functional and the def2-TZVPD basis

Calculated values
- SMILES = Cc1cnn(C)c1
- calculated total energy (eV) = -8294.370
- HOMO-LUMO gap (eV) = 9.8
- HOMO energy (eV) = -8.82

Geometry as ORCA input:
```
! wB97M-V def2-TZVPD RIJCOSX def2/J DEFGRID3
* xyz 0 1
C -0.093 1.641 1.875
C -0.153 0.809 0.628
C -1.301 0.655 -0.175
N -1.167 -0.305 -1.079
N 0.073 -0.770 -0.889
C 0.575 -1.866 -1.688
C 0.725 -0.119 0.106
H -0.055 2.719 1.684
H 0.757 1.370 2.505
H -1.002 1.453 2.459
H -2.215 1.232 -0.103
H 0.940 -1.515 -2.657
H -0.228 -2.589 -1.847
H 1.390 -2.353 -1.147
H 1.757 -0.363 0.328
*
```



C5H6OS2 | the ωB97M-V functional and the def2-TZVPD basis

Calculated values
- calculated total energy (eV) = -28992.995
- HOMO-LUMO gap (spin up / spin down) (eV) = 7.1 / 7.4
- HOMO energy (spin up / spin down) (eV) = -6.54 / -9.20

Geometry as ORCA input:
```
! wB97M-V def2-TZVPD RIJCOSX def2/J DEFGRID3
* xyz 0 3
C -1.168 1.304 0.480
C -1.240 0.204 -0.529
C 0.278 1.259 0.926
C 0.215 -0.223 -0.523
C 0.713 -1.664 -0.329
O 2.597 0.707 -0.288
S -2.160 -0.107 0.996
S 1.263 1.157 -0.753
H -1.730 2.259 0.409
H -1.906 0.047 -1.299
H 0.809 0.692 1.733
H 1.748 -1.484 -0.499
H 0.175 -2.183 -1.083
H 0.408 -1.968 0.760
*
```



C5H12N6O | the ωB97M-V functional and the def2-TZVPD basis

Calculated values
- SMILES = [H]/N=C(/N)N(C)N.[H]/N=C(/C#C)NO
- calculated total energy (eV) = -16362.958
- HOMO-LUMO gap (eV) = 9.2
- HOMO energy (eV) = -8.80

Geometry as ORCA input:
```
! wB97M-V def2-TZVPD RIJCOSX def2/J DEFGRID3
* xyz 0 1
H -1.875 -0.645 3.219
N -1.517 -1.240 2.469
C -1.259 -0.567 1.405
N -0.723 -1.262 0.306
N -1.482 0.798 1.232
C -2.401 1.411 2.182
N -1.938 1.130 -0.084
H -0.108 -0.716 -0.301
H -0.250 -2.096 0.638
H -3.331 0.807 2.264
H -1.919 1.507 3.161
H -2.649 2.405 1.801
H -2.388 0.294 -0.455
H -1.101 1.300 -0.631
H 3.730 1.680 -2.166
N 3.650 1.005 -1.396
C 2.741 0.152 -1.651
C 2.545 -0.976 -0.757
C 2.588 -1.932 -0.016
N 1.965 0.140 -2.828
O 0.683 -0.385 -2.591
H 2.587 -2.758 0.647
H 1.846 1.070 -3.245
H 0.607 -1.122 -3.202
*
```



C5H17N2O | the ωB97M-V functional and the def2-TZVPD basis

Calculated values
- calculated total energy (eV) = -10481.546
- HOMO-LUMO gap (eV) = 9.3
- HOMO energy (eV) = -12.47

Geometry as ORCA input:
```
! wB97M-V def2-TZVPD RIJCOSX def2/J DEFGRID3
* xyz 1 1
C 0.411 -0.861 1.487
C -0.814 0.005 1.316
C -0.805 0.988 0.151
C -0.510 0.399 -1.260
N -0.817 -1.046 -1.275
C -2.254 -1.249 -1.385
N 1.770 0.014 1.795
H 0.780 -1.305 0.584
H 0.358 -1.483 2.382
H -1.583 -0.752 1.250
H -1.061 0.611 2.176
H -0.064 1.765 0.392
H -1.757 1.533 0.173
H 0.559 0.594 -1.445
H -0.978 1.062 -2.024
H -0.317 -1.410 -2.079
H -2.516 -2.286 -1.575
H -2.750 -0.630 -2.160
H -2.821 -1.074 -0.477
H 1.421 0.784 2.360
H 2.115 0.216 0.854
H 2.565 -0.445 2.235
H 3.057 0.819 -1.531
H 3.258 2.274 -1.044
O 2.753 1.476 -0.902
*
```



C2H3BrCl2 | the ωB97M-V functional and the def2-TZVPD basis

Calculated values
- SMILES = CC(Cl)(Cl)Br
- calculated total energy (eV) = -97209.333
- HOMO-LUMO gap (eV) = 10.4
- HOMO energy (eV) = -10.67

Geometry as ORCA input:
```
! wB97M-V def2-TZVPD RIJCOSX def2/J DEFGRID3
* xyz 0 1
C 0.768 -0.322 0.057
C -0.608 0.344 0.018
Cl -0.820 1.402 1.530
Cl -0.886 1.339 -1.446
Br -1.885 -1.304 0.065
H 1.559 0.362 -0.220
H 0.953 -0.998 0.846
H 0.919 -0.824 -0.852
*
```